No. 1
One molecule with the formula C3H4N4. Source: OMol25; level of theory: ωB97M-V/def2-TZVPD.

Atoms and positions in Å:
C1 -1.885 0.039 0.082
C2 -0.308 0.176 -0.257
C3 2.210 -0.047 0.089
H1 -2.464 0.888 -0.214
H2 -2.146 -0.051 1.247
H3 -2.374 -0.757 -0.473
H4 3.204 -0.442 -0.082
N1 0.128 -1.036 -0.173
N2 1.506 -1.223 -0.044
N3 1.752 1.179 0.038
N4 0.378 1.273 -0.215

Atoms 1-6, force components in eV/Å:
C 0.19 1.25 0.99
C -4.09 -0.59 2.11
C -0.70 -3.23 -1.45
H -0.05 1.02 -0.22
H 1.27 -0.09 -2.55
H 0.59 -0.48 0.20

The calculation puts the LUMO energy at -1.4 eV. For the HOMO energy, the calculation gives -0.3728 hartree. As for the orbital gap: 8.72 eV. The energy above the lowest of the compared OMol25 structures with the same formula, charge and spin comes out at 453.6 kJ/mol. Its spin multiplicity is 1. The SMILES is Cc1nncnn1.

=====

No. 2
C29H32N2O6PdTe2 as an isolated structure. Source: OMol25; level of theory: ωB97M-V/def2-TZVPD.

Atoms and positions in Å:
Pd1 0.022 0.274 0.821
O1 0.416 -0.898 -2.137
C1 -0.355 -2.108 -2.180
C2 0.003 -2.999 -1.016
N1 -0.239 -2.352 0.269
C3 0.853 -2.686 1.181
C4 2.173 -2.107 0.648
O2 3.166 -2.837 0.619
O3 2.104 -0.892 0.265
C5 -1.559 -2.655 0.788
C6 -2.136 -1.574 1.689
O4 -3.322 -1.658 1.982
O5 -1.338 -0.648 2.119
H1 1.038 -0.992 -1.385
H2 -0.126 -2.640 -3.108
H3 -1.421 -1.862 -2.185
H4 1.063 -3.252 -1.108
H5 -0.553 -3.947 -1.077
H6 0.959 -3.771 1.308
H7 0.640 -2.229 2.149
H8 -1.554 -3.592 1.366
H9 -2.260 -2.783 -0.035
C7 6.028 4.358 -6.405
C8 5.087 3.826 -5.354
C9 5.537 3.011 -4.335
C10 4.695 2.500 -3.350
C11 5.362 1.618 -2.315
C12 3.321 2.840 -3.392
Te1 2.274 1.718 -1.780
N2 0.806 1.801 -0.326
C13 0.002 2.432 -1.116
O6 0.534 2.777 -2.257
C14 -1.396 2.730 -0.711
C15 -1.963 3.990 -0.860
C16 -3.228 4.229 -0.341
C17 -3.926 3.212 0.311
C18 -3.375 1.943 0.431
C19 -2.111 1.715 -0.088
C20 3.232 3.074 -0.447
C21 3.101 4.413 -0.792
C22 3.579 5.400 0.058
C23 4.192 5.036 1.246
C24 4.318 3.695 1.579
C25 3.838 2.681 0.751
C26 3.960 1.246 1.182
C27 2.835 3.650 -4.441
C28 1.407 4.070 -4.672
C29 3.741 4.132 -5.386
H10 7.045 4.002 -6.241
H11 6.048 5.450 -6.399
H12 5.718 4.044 -7.404
H13 6.589 2.740 -4.297
H14 6.365 1.356 -2.651
H15 4.835 0.678 -2.132
H16 5.452 2.129 -1.360
H17 -1.403 4.776 -1.352
H18 -3.663 5.216 -0.425
H19 -4.907 3.413 0.724
H20 -3.902 1.137 0.927
H21 -1.687 0.713 -0.085
H22 2.613 4.692 -1.717
H23 3.464 6.443 -0.209
H24 4.568 5.796 1.920
H25 4.793 3.415 2.512
H26 4.747 1.134 1.928
H27 4.161 0.561 0.358
H28 3.025 0.896 1.623
H29 0.726 3.759 -3.901
H30 1.048 3.659 -5.619
H31 1.346 5.158 -4.751
H32 3.362 4.763 -6.186
Te2 0.247 1.678 2.980

Atoms 1-6, force components in eV/Å:
Pd 0.31 0.45 1.57
O -0.18 -0.33 0.00
C 0.31 0.40 -0.12
C -0.26 -0.24 -0.06
N 0.35 -0.15 -0.32
C -0.11 0.09 0.23

The calculation puts the LUMO energy (alpha / beta) at 2.1 / 1.8 eV. The total charge is -1. For the HOMO energy (alpha / beta), the calculation gives -0.1698 / -0.1590 hartree. As for the orbital gap (alpha / beta): 6.76 / 6.10 eV. The energy above the lowest of the compared OMol25 structures with the same formula, charge and spin comes out at 169.6 kJ/mol. Its spin multiplicity is 2.

=====

No. 3
C30H33LuN3O7P as an isolated structure. Source: OMol25; level of theory: ωB97M-V/def2-TZVPD.

Atoms and positions in Å:
Lu1 -0.546 -0.142 0.787
O1 0.350 -3.510 3.396
C1 0.342 -2.877 2.257
O2 0.715 -1.717 2.111
C2 -0.072 -3.742 1.083
O3 -0.725 -2.984 0.082
C3 -2.170 -2.940 0.204
C4 -2.344 -1.748 1.126
O4 -1.893 -1.827 2.272
O5 -2.548 -0.581 0.579
H1 0.630 -2.908 4.107
H2 0.855 -4.127 0.644
H3 -0.678 -4.585 1.417
H4 -2.565 -2.754 -0.790
H5 -2.573 -3.861 0.626
C5 0.138 -1.391 -3.944
O6 1.400 -1.191 -3.246
C6 1.075 -0.803 -2.026
N1 -0.147 -0.556 -1.737
C7 -0.895 -0.712 -3.037
C8 -2.230 -1.405 -2.901
C9 -2.497 -2.673 -3.404
C10 -3.756 -3.240 -3.256
C11 -4.767 -2.543 -2.613
C12 -4.517 -1.267 -2.126
C13 -3.261 -0.706 -2.280
C14 2.198 -0.638 -1.078
C15 3.521 -0.935 -1.371
C16 4.473 -0.694 -0.390
C17 4.081 -0.158 0.834
C18 2.736 0.105 1.023
N2 1.815 -0.137 0.091
C19 2.163 0.708 2.244
N3 0.953 1.117 2.293
C20 0.744 1.653 3.662
C21 2.086 1.363 4.364
O7 2.936 0.821 3.302
C22 -0.511 1.052 4.257
C23 -1.667 1.091 3.481
C24 -2.869 0.584 3.947
C25 -2.928 0.028 5.215
C26 -1.787 -0.011 6.002
C27 -0.582 0.497 5.529
H6 0.009 -2.465 -4.050
H7 0.233 -0.926 -4.922
H8 -1.090 0.297 -3.412
H9 -1.743 -3.250 -3.920
H10 -3.948 -4.224 -3.657
H11 -5.748 -2.983 -2.507
H12 -5.302 -0.706 -1.640
H13 -3.081 0.292 -1.899
H14 3.787 -1.337 -2.337
H15 5.514 -0.911 -0.578
H16 4.795 0.057 1.616
H17 0.604 2.736 3.578
H18 2.036 0.597 5.135
H19 2.585 2.248 4.749
H20 -1.647 1.604 2.518
H21 -3.751 0.623 3.324
H22 -3.860 -0.366 5.593
H23 -1.833 -0.427 6.998
H24 0.281 0.478 6.181
C28 -2.272 3.498 0.652
P1 -1.002 2.511 -0.200
C29 0.512 3.502 0.006
C30 -1.375 2.752 -1.963
H25 -2.381 4.469 0.168
H26 -1.990 3.661 1.692
H27 -3.232 2.983 0.634
H28 0.383 4.495 -0.426
H29 1.352 3.013 -0.489
H30 0.751 3.604 1.062
H31 -1.522 3.817 -2.154
H32 -2.274 2.218 -2.267
H33 -0.536 2.405 -2.565

Atoms 1-6, force components in eV/Å:
Lu 2.15 0.46 0.15
O 0.17 0.14 -0.01
C -0.15 -0.23 -0.16
O -0.13 0.07 -0.04
C -0.01 -0.04 -0.04
O -0.12 0.06 0.02

The calculation puts the LUMO energy at -6.2 eV. The total charge is +2. For the HOMO energy, the calculation gives -0.5204 hartree. As for the orbital gap: 7.99 eV. The energy above the lowest of the compared OMol25 structures with the same formula, charge and spin comes out at 60.6 kJ/mol. Its spin multiplicity is 1.

=====

No. 4
C15H19IrN3O2S4SbSi as an isolated structure. Source: OMol25; level of theory: ωB97M-V/def2-TZVPD.

Atoms and positions in Å:
Ir1 0.480 -0.277 0.664
O1 -3.132 -2.353 1.599
C1 -2.166 -1.733 1.114
N1 -1.250 -1.003 1.715
C2 -1.154 -1.148 3.149
C3 0.267 -0.851 3.550
C4 0.602 -0.564 4.848
C5 1.912 -0.056 5.113
C6 2.751 0.221 4.098
C7 2.338 -0.037 2.712
N2 1.164 -0.796 2.534
C8 -1.807 -1.926 -0.332
C9 -2.742 -2.299 -1.286
C10 -2.314 -2.545 -2.573
C11 -0.961 -2.422 -2.862
C12 -0.093 -2.040 -1.859
N3 -0.502 -1.807 -0.606
H1 -1.439 -2.163 3.444
H2 -1.831 -0.467 3.675
H3 -0.139 -0.667 5.631
H4 2.209 0.151 6.138
H5 3.721 0.680 4.242
H6 3.170 -0.383 2.109
H7 -3.776 -2.380 -0.981
H8 -3.020 -2.822 -3.347
H9 -0.575 -2.601 -3.857
H10 0.969 -1.917 -2.034
S1 5.343 1.186 1.438
Sb1 3.718 1.364 -0.127
S2 1.606 1.487 1.589
S3 2.435 -0.600 -0.492
S4 4.395 2.171 -2.120
C13 -1.980 1.039 -3.277
Si1 -0.603 1.700 -2.156
C14 0.897 1.873 -3.251
C15 -1.157 3.434 -1.667
O2 -0.419 0.781 -0.867
H11 -2.344 1.820 -3.957
H12 -2.825 0.672 -2.684
H13 -1.614 0.206 -3.886
H14 0.619 2.193 -4.264
H15 1.427 0.918 -3.323
H16 1.627 2.586 -2.864
H17 -1.181 4.101 -2.539
H18 -0.467 3.857 -0.930
H19 -2.157 3.416 -1.221

Atoms 1-6, force components in eV/Å:
Ir 0.13 -0.47 0.00
O 0.01 0.11 0.04
C 0.21 -0.08 -0.23
N -0.39 0.60 0.31
C 0.16 -0.04 -0.07
C 0.14 0.32 -0.16

The calculation puts the LUMO energy at 4.6 eV. The total charge is -2. For the HOMO energy, the calculation gives -0.0502 hartree. As for the orbital gap: 5.96 eV. The energy above the lowest of the compared OMol25 structures with the same formula, charge and spin comes out at 272.2 kJ/mol. Its spin multiplicity is 1.

=====

No. 5
C9H27CaO24P3S3 as an isolated structure. Source: OMol25; level of theory: ωB97M-V/def2-TZVPD.

Atoms and positions in Å:
Ca1 -0.318 2.074 -0.578
S1 1.184 3.543 -5.566
O1 2.667 3.678 -5.602
O2 0.825 2.519 -4.629
O3 0.633 4.816 -5.155
O4 0.614 3.347 -6.862
S2 2.745 5.651 0.139
O5 3.177 6.032 1.481
O6 1.277 5.637 0.088
O7 3.229 6.577 -0.856
O8 3.177 4.319 -0.292
S3 -4.646 5.284 -2.880
O9 -6.052 5.255 -2.478
O10 -4.064 4.219 -2.082
O11 -4.417 5.090 -4.319
O12 -4.039 6.593 -2.623
C1 0.992 2.342 5.380
O13 -0.118 1.625 5.981
P1 -1.601 1.844 5.306
O14 -1.490 1.990 3.787
O15 -2.446 0.475 5.724
C2 -3.732 0.194 5.051
O16 -2.247 3.116 6.103
C3 -1.636 4.456 5.840
H1 1.788 1.613 5.530
H2 1.210 3.256 5.933
H3 1.008 2.492 4.300
H4 -4.661 0.405 5.582
H5 -3.777 -0.852 4.748
H6 -3.740 0.782 4.133
H7 -0.794 4.546 6.525
H8 -2.246 5.360 5.840
H9 -1.266 4.469 4.814
C4 4.643 -2.140 -1.269
O17 5.035 -2.763 -0.061
P2 4.415 -2.061 1.308
O18 3.139 -1.344 1.196
O19 5.622 -1.165 2.029
C5 6.944 -1.668 2.407
O20 4.373 -3.273 2.393
C6 3.424 -4.245 2.113
H10 3.677 -2.405 -1.700
H11 5.401 -2.522 -1.952
H12 4.564 -1.054 -1.210
H13 6.889 -2.736 2.616
H14 7.203 -1.250 3.380
H15 7.712 -1.266 1.747
H16 3.927 -5.208 2.207
H17 3.046 -4.226 1.091
H18 2.523 -4.276 2.726
C7 -2.520 -6.191 -2.735
O21 -2.295 -4.932 -2.138
P3 -2.821 -3.674 -3.019
O22 -2.490 -2.319 -2.418
O23 -2.104 -3.988 -4.416
C8 -2.027 -2.993 -5.478
O24 -4.372 -4.096 -3.244
C9 -5.188 -3.400 -4.202
H19 -1.527 -6.637 -2.703
H20 -2.872 -6.186 -3.767
H21 -3.228 -6.858 -2.243
H22 -1.044 -2.562 -5.670
H23 -2.762 -2.196 -5.366
H24 -2.171 -3.375 -6.489
H25 -4.892 -2.374 -4.421
H26 -6.246 -3.400 -3.937
H27 -5.215 -3.962 -5.136

Atoms 1-6, force components in eV/Å:
Ca 0.51 1.69 -0.80
S 3.26 2.30 0.77
O -0.06 -0.64 -0.61
O -1.03 -2.83 1.97
O -1.04 2.14 1.21
O -0.98 -1.60 -3.46

The calculation puts the LUMO energy at 5.4 eV. The total charge is -4. For the HOMO energy, the calculation gives 0.1350 hartree. As for the orbital gap: 1.72 eV. The energy above the lowest of the compared OMol25 structures with the same formula, charge and spin comes out at 140.6 kJ/mol. Its spin multiplicity is 1.

=====

No. 6
C22H42BBr10FO2 as an isolated structure. Source: OMol25; level of theory: ωB97M-V/def2-TZVPD.

Atoms and positions in Å:
C1 -0.478 -0.853 2.300
C2 0.683 -1.550 1.967
C3 1.413 -0.982 0.757
O1 1.907 -1.704 -0.063
O2 1.416 0.407 0.664
C4 0.473 0.884 -0.326
C5 -0.321 2.149 0.144
C6 -1.671 2.335 -0.633
C7 -2.911 2.611 0.275
C8 -3.160 1.363 1.184
C9 -4.358 1.572 2.207
B1 -5.704 0.910 1.655
C10 -6.450 1.623 0.421
C11 -7.753 0.800 0.067
C12 -7.552 -0.194 -1.101
F1 -6.322 -0.862 -0.987
H1 -0.339 0.240 2.398
H2 -1.459 -1.338 2.413
H3 1.068 -2.402 2.535
H4 -0.203 0.079 -0.687
H5 1.085 1.230 -1.199
H6 -0.425 2.183 1.250
H7 0.320 3.024 -0.111
H8 -1.875 1.415 -1.222
H9 -1.550 3.184 -1.336
H10 -2.779 3.501 0.929
H11 -3.830 2.812 -0.324
H12 -2.257 1.233 1.804
H13 -3.342 0.480 0.535
H14 -4.457 2.634 2.524
H15 -4.064 0.993 3.117
H16 -6.099 -0.096 2.152
H17 -6.731 2.642 0.769
H18 -5.757 1.722 -0.444
H19 -8.584 1.497 -0.160
H20 -7.996 0.191 0.965
H21 -8.344 -0.974 -1.041
H22 -7.668 0.305 -2.086
Br1 1.486 -4.882 6.359
C13 2.136 -3.052 6.518
C14 1.006 -2.059 6.445
Br2 0.385 -1.824 4.604
H23 2.879 -2.911 5.738
H24 2.624 -3.007 7.491
H25 1.342 -1.071 6.759
H26 0.143 -2.350 7.039
Br3 -1.100 -0.612 -3.385
C15 0.702 -1.348 -3.275
C16 1.618 -0.714 -4.287
Br4 1.298 -1.410 -6.079
H27 0.611 -2.425 -3.394
H28 1.041 -1.126 -2.263
H29 2.657 -0.960 -4.067
H30 1.510 0.366 -4.344
Br5 3.970 -0.199 4.727
C17 5.511 -0.398 3.554
C18 5.915 -1.843 3.418
Br6 6.863 -2.469 5.001
H31 6.300 0.230 3.959
H32 5.191 0.001 2.592
H33 6.618 -1.968 2.596
H34 5.069 -2.510 3.272
Br7 -0.020 5.540 -2.035
C19 1.514 5.266 -3.201
C20 1.860 3.804 -3.332
Br8 2.780 3.143 -1.747
H35 2.328 5.860 -2.794
H36 1.215 5.675 -4.165
H37 2.562 3.654 -4.152
H38 0.990 3.168 -3.481
Br9 5.700 -5.520 -4.665
C21 4.281 -4.279 -5.157
C22 4.693 -3.400 -6.309
Br10 5.907 -1.992 -5.727
H39 4.027 -3.718 -4.262
H40 3.438 -4.908 -5.440
H41 3.829 -2.878 -6.719
H42 5.196 -3.943 -7.104

Atoms 1-6, force components in eV/Å:
C 1.50 -0.66 -1.14
C -0.96 1.86 -0.93
C 0.47 0.62 2.02
O -0.14 0.19 -0.18
O -0.87 -0.96 -0.03
C 0.03 1.11 -1.04

The calculation puts the LUMO energy at -0.1 eV. For the HOMO energy, the calculation gives -0.3263 hartree. As for the orbital gap: 8.76 eV. The energy above the lowest of the compared OMol25 structures with the same formula, charge and spin comes out at 0.0 kJ/mol. Its spin multiplicity is 1.

=====

No. 7
A 2-piece molecular cluster, CBrF2NO overall. Source: OMol25; level of theory: ωB97M-V/def2-TZVPD.

Atoms and positions in Å:
C1 1.258 0.122 -0.034
N1 0.171 -0.265 0.463
O1 -0.527 -1.056 1.026
F1 1.962 -0.434 -0.974
F2 1.458 1.425 -0.207
Br1 -4.321 0.207 -0.274

Atomic forces in eV per Å
C -1.33 1.10 -0.94
N 1.39 1.56 -0.07
O -0.72 -1.43 0.43
F 0.73 -1.71 -0.28
F -0.09 0.49 0.85
Br 0.02 -0.01 0.01

The calculation puts the LUMO energy (alpha / beta) at -1.1 / -3.7 eV. For the HOMO energy (alpha / beta), the calculation gives -0.3742 / -0.3771 hartree. As for the orbital gap (alpha / beta): 9.12 / 6.59 eV. The energy above the lowest of the compared OMol25 structures with the same formula, charge and spin comes out at 28.6 kJ/mol. Its spin multiplicity is 1.

=====

No. 8
C10H18BCrMnN6O24S as an isolated structure. Source: OMol25; level of theory: ωB97M-V/def2-TZVPD.

Atoms and positions in Å:
Mn1 14.790 -13.012 9.739
Cr1 15.481 -8.695 6.834
O1 15.271 -7.291 -1.392
C1 14.668 -7.795 -0.492
O2 15.185 -8.141 0.673
B1 14.193 -8.897 1.425
O3 12.965 -8.860 0.630
C2 13.186 -8.167 -0.481
O4 12.379 -7.792 -1.259
O5 13.991 -8.343 2.777
C3 14.496 -9.143 3.649
O6 14.602 -8.968 4.842
C4 14.899 -10.449 2.932
O7 14.645 -10.310 1.671
O8 15.311 -11.409 3.532
S1 15.136 -10.802 8.420
O9 14.558 -10.554 7.098
O10 14.132 -11.098 9.462
O11 15.923 -12.039 8.458
O12 15.881 -9.582 8.699
C5 12.072 -8.692 9.713
N1 12.232 -7.979 8.423
O13 13.363 -7.926 7.934
O14 11.240 -7.607 7.871
H1 11.397 -8.109 10.336
H2 13.033 -8.739 10.216
H3 11.707 -9.701 9.556
C6 15.921 -5.871 10.134
N2 16.038 -5.798 8.649
O15 15.829 -6.858 8.057
O16 16.332 -4.765 8.120
H4 16.901 -5.982 10.583
H5 15.231 -6.681 10.359
H6 15.422 -4.991 10.537
C7 16.942 -12.697 5.484
N3 17.633 -11.412 5.726
O17 16.977 -10.391 5.848
O18 18.840 -11.425 5.670
H7 17.323 -13.391 6.229
H8 17.215 -13.011 4.482
H9 15.874 -12.564 5.600
C8 12.265 -12.415 6.175
N4 11.999 -12.576 7.632
O19 11.011 -12.056 8.053
O20 12.808 -13.180 8.324
H10 11.436 -12.897 5.666
H11 13.192 -12.951 5.972
H12 12.467 -11.390 5.883
C9 17.858 -13.555 12.648
N5 17.267 -12.371 11.943
O21 17.740 -11.305 12.167
O22 16.348 -12.543 11.129
H13 17.169 -14.389 12.707
H14 18.181 -13.227 13.629
H15 18.698 -13.782 11.990
C10 19.195 -10.128 8.635
N6 18.691 -8.723 8.750
O23 18.700 -8.211 9.850
O24 18.281 -8.202 7.731
H16 19.720 -10.399 9.543
H17 19.844 -10.117 7.765
H18 18.299 -10.724 8.498

Atoms 1-6, force components in eV/Å:
Mn -0.83 -0.03 0.26
Cr -0.43 -0.08 -0.59
O -0.27 -0.03 0.24
C 0.60 0.40 -1.24
O 0.18 -0.53 1.13
B -0.41 -0.11 -1.65

The calculation puts the LUMO energy (alpha / beta) at -5.2 / -5.4 eV. The total charge is +1. For the HOMO energy (alpha / beta), the calculation gives -0.3935 / -0.3935 hartree. As for the orbital gap (alpha / beta): 5.54 / 5.33 eV. Its spin multiplicity is 10.

=====

no.,strongest force on any atom (eV Å⁻¹)
1,6.32
2,1.86
3,2.21
4,1.42
5,4.06
6,2.33
7,2.09
8,2.71